C16H25BCl2NO9PS | ωB97M-V/def2-TZVPD

Positions of all 56 atoms, in Å:
O  -1.977  -1.027  -4.285
C  0.766  -0.699  -2.338
H  0.738  -2.622  -1.236
O  -1.407  -1.424  -1.469
H  -1.959  -2.557  0.857
O  -2.140  0.472  -0.301
H  -1.758  -0.891  2.418
O  -5.005  -2.701  -2.008
O  0.029  1.056  1.535
H  2.335  2.120  1.778
C  1.393  -1.843  -1.606
H  0.675  -1.060  -3.370
H  3.515  0.607  0.591
N  -3.924  -2.181  -2.103
O  0.480  -0.996  0.720
H  -0.876  2.738  -0.299
Cl  4.786  3.520  3.477
C  3.600  1.589  0.138
C  -3.587  -1.630  3.258
H  -4.572  -1.162  3.266
H  3.309  -2.798  -1.599
C  -3.855  -4.253  3.168
C  -2.753  -1.811  0.786
P  -1.514  0.304  -3.470
C  1.550  3.124  0.037
O  -3.830  -1.069  -1.397
H  -3.106  -1.297  4.179
H  1.912  3.979  -0.556
H  5.087  1.700  4.930
C  -0.781  0.608  -0.671
H  -1.233  -1.340  -4.814
O  1.083  2.104  -0.797
H  -3.680  -2.372  0.646
H  -0.560  2.333  -1.971
H  -3.198  0.000  1.919
H  0.081  0.342  -4.920
C  -0.663  -0.326  -1.879
H  3.262  -0.981  -1.202
C  2.711  2.606  0.881
H  3.420  1.559  -0.931
C  -0.335  2.047  -0.939
H  -4.034  -5.292  3.058
H  1.395  0.188  -2.369
H  3.329  3.449  1.198
C  0.001  0.159  0.629
B  -2.489  -0.923  -0.561
H  4.646  1.884  0.268
Cl  6.029  0.922  2.925
C  -3.704  -3.074  3.234
C  2.731  -1.893  -1.450
H  0.790  3.483  0.731
S  -2.994  1.530  -3.321
C  -2.782  -0.992  2.066
O  -0.365  1.035  -4.416
H  3.848  1.377  3.688
C  4.829  1.800  3.883

Output
charge	-2
LUMO energy	0.1422	Ha
HOMO level	-1.72	eV

C5H6N2 | ωB97M-V/def2-TZVPD

Positions of all 13 atoms, in Å:
C  -0.505  -1.200  -0.736
H  -0.652  1.578  1.235
N  1.090  0.521  0.809
H  -2.164  -0.122  0.122
N  2.437  1.961  -0.619
H  -1.206  -1.820  -1.291
H  1.641  -2.035  -0.675
C  -0.308  0.557  1.018
H  -0.519  -0.083  1.883
H  -1.139  0.806  -0.983
C  1.728  1.289  0.008
C  -1.132  0.059  -0.184
C  0.729  -1.510  -0.588

Output
relative energy (zero: lowest compared OMol25 entry of this formula, charge and spin)	107.67	kcal/mol
LUMO energy (spin up / spin down)	-0.0567 / -0.0221	Ha
HOMO level (spin up / spin down)	-8.62 / -9.31	eV

C7H6FIO | ωB97M-V/def2-TZVPD

Positions of all 16 atoms, in Å:
O  1.996  -2.619  -0.342
H  0.360  -3.145  0.621
C  0.905  -2.298  0.002
H  -1.685  -1.477  0.831
H  -1.539  2.548  -0.733
C  1.231  0.266  -0.662
H  -0.877  0.888  1.792
C  -0.961  -0.737  0.585
F  1.961  -0.166  -1.674
H  0.629  2.136  -1.783
C  0.184  -1.030  0.039
C  0.239  1.514  -1.004
H  -2.558  0.831  0.883
I  2.506  0.822  1.017
C  -0.941  1.684  -0.352
C  -1.449  0.783  0.781

Output
relative energy (zero: lowest compared OMol25 entry of this formula, charge and spin)	0.00	kcal/mol
LUMO energy	0.0035	Ha
HOMO level	-9.19	eV
SMILES	O=CC1=CCC=C[C@@]1(F)I

C25H20BrFeN7O2Se | ωB97M-V/def2-TZVPD

Positions of all 57 atoms, in Å:
H  0.141  -1.472  5.414
H  0.714  -1.069  -4.438
H  2.592  -1.442  0.551
N  -1.092  1.436  0.578
C  2.936  -0.541  0.066
H  -3.037  0.343  -0.850
Br  1.018  2.396  -1.843
C  -0.957  -0.390  -3.271
H  -1.672  2.590  -1.037
C  -1.492  2.157  4.204
C  -2.192  3.553  0.797
C  -2.679  0.247  -1.866
H  -4.538  0.815  -2.748
C  4.270  -0.249  0.020
H  -3.645  0.574  -5.076
C  0.515  -2.235  3.434
C  -1.562  2.347  2.763
H  0.712  -2.689  1.340
H  0.371  -4.982  -2.227
O  5.929  1.331  -0.715
H  0.898  -3.193  3.757
N  1.980  0.259  -0.467
O  0.150  -2.057  -0.807
H  3.997  2.684  -1.687
C  -0.932  0.965  4.756
N  0.261  -2.490  -3.008
C  0.128  -2.898  -1.760
H  1.162  -0.608  -2.813
N  -1.938  3.039  5.064
H  4.985  -0.925  0.471
C  -0.469  0.133  2.505
C  -0.420  -0.078  3.881
N  -0.034  -0.791  1.617
N  -1.403  -0.153  -2.016
H  6.568  0.729  -0.303
C  3.709  1.770  -1.187
C  0.426  -1.957  2.079
Se  -1.659  2.368  6.680
C  -0.076  -4.343  -1.468
C  -3.519  0.504  -2.931
H  -2.633  4.403  0.297
H  -2.554  4.254  2.803
C  0.096  -1.289  4.348
C  -2.147  3.472  2.174
H  0.335  -4.585  -0.491
C  2.409  1.380  -1.082
H  0.204  -3.190  -3.735
C  -1.655  2.523  0.043
Fe  -0.052  -0.130  -0.391
C  -3.025  0.358  -4.216
C  -1.728  -0.117  -4.381
C  -1.047  1.352  1.935
H  -1.332  -0.305  -5.369
C  4.684  0.936  -0.611
N  -0.924  0.878  6.062
C  0.376  -1.083  -3.406
H  -1.151  -4.538  -1.439

Output
charge	+3
relative energy (zero: lowest compared OMol25 entry of this formula, charge and spin)	0.00	kcal/mol
LUMO energy (spin up / spin down)	-0.3270 / -0.4054	Ha
multiplicity	6
HOMO level (spin up / spin down)	-16.44 / -16.44	eV

C2H2Cl6P | ωB97M-V/def2-TZVPD

Positions of all 11 atoms, in Å:
H  -0.126  -1.470  -0.316
Cl  -2.513  -1.184  2.097
Cl  -2.808  1.365  0.315
Cl  -0.145  0.420  -1.538
H  0.275  1.430  -0.096
Cl  -0.509  2.273  2.605
P  -1.557  0.053  0.922
Cl  -2.358  -1.558  -1.274
C  -0.042  0.935  1.558
Cl  1.048  -0.125  2.255
C  -0.931  -0.858  -0.607

Output
charge	+1
relative energy (zero: lowest compared OMol25 entry of this formula, charge and spin)	18.86	kcal/mol
LUMO energy	-0.1618	Ha
HOMO level	-13.58	eV

C23H20FN6O6OsSSe2 | ωB97M-V/def2-TZVPD

Positions of all 60 atoms, in Å:
C  3.588  -1.124  3.132
O  0.166  1.457  -1.751
O  5.930  -0.779  0.801
C  3.065  1.303  2.739
C  1.839  -0.417  1.597
H  2.419  3.329  2.246
O  2.187  -1.002  -1.743
C  -3.948  -1.339  -1.517
C  2.199  -2.836  1.921
H  -3.907  -1.885  0.542
Se  -2.619  0.922  -2.776
H  -6.049  -1.650  -1.156
O  -5.431  -2.668  -2.862
H  4.019  -1.848  -0.355
C  0.763  -4.331  0.707
H  2.338  -4.946  2.087
O  -2.496  -0.409  0.262
C  5.187  -0.199  0.058
C  2.391  1.570  -2.669
H  -5.050  -3.083  -0.864
C  -2.774  -2.159  -2.059
C  1.820  -4.115  1.623
C  -3.777  -0.970  -0.046
C  2.845  -0.030  2.510
C  -4.204  -0.162  -2.463
H  -6.219  -3.219  -2.888
C  1.345  1.866  1.167
N  4.057  -3.343  3.470
C  4.319  1.753  -1.112
H  -2.538  -0.046  1.153
C  1.523  -1.750  1.316
H  -4.963  0.512  -2.065
N  1.124  0.545  0.899
N  4.133  -0.872  -0.594
H  -4.546  -0.543  -3.420
H  4.313  2.807  -1.351
H  -2.412  -2.874  -1.329
S  5.093  -2.469  4.342
C  -5.203  -2.232  -1.535
H  3.838  1.597  3.439
H  0.750  2.575  0.610
H  0.434  -5.329  0.457
H  2.035  0.777  -3.318
H  -4.571  -0.273  0.234
N  4.590  -0.983  3.981
H  -0.623  -3.393  -0.593
H  2.914  2.322  -3.253
N  0.515  -1.969  0.380
Se  -1.276  -1.016  -2.593
C  0.167  -3.258  0.120
H  -3.053  -2.685  -2.966
C  5.203  1.225  -0.270
N  3.332  0.974  -1.715
C  2.281  2.272  2.067
F  6.126  1.965  0.325
C  1.245  2.220  -1.917
Os  0.126  -0.272  -0.700
O  1.347  3.342  -1.495
C  3.281  -2.479  2.840
C  3.175  -0.334  -1.390

Output
charge	+1
relative energy (zero: lowest compared OMol25 entry of this formula, charge and spin)	0.00	kcal/mol
LUMO energy (spin up / spin down)	-0.1114 / -0.1771	Ha
multiplicity	5
HOMO level (spin up / spin down)	-8.59 / -11.38	eV

no.,maximum force (eV Å⁻¹)
1,2.03
2,2.61
3,5.85
4,0.46
5,4.05
6,0.62